1.
94
Properties=species:S:1:pos:R:3 method="wB97M-V/def2-TZVPD" multiplicity=2 s_squared=1.226 charge=+2 homo_ev="-11.6 / -11.6"
Ir -0.15920 0.19450 -0.02050
O 0.38080 -0.43810 2.34680
C 1.67010 -0.13460 2.86680
C 2.69620 -0.11840 1.77110
C 4.02470 -0.21160 1.98260
C 5.00080 0.23170 1.01370
C 5.00060 0.31520 -0.47490
C 3.66440 0.22470 -1.19160
N 2.28970 0.18460 0.44480
H -0.28210 -0.21680 3.00910
H 1.95310 -0.87700 3.62370
H 1.66740 0.85490 3.35160
H 4.40220 -0.42310 2.97090
H 6.00440 0.31200 1.41320
H 5.94410 0.26000 -0.99320
H 3.70580 0.34840 -2.26660
C -14.15980 0.74420 -0.03820
O -13.27100 -0.35400 -0.02650
C -11.95500 -0.16470 -0.03110
C -11.16610 -1.33280 -0.03150
C -9.79970 -1.25400 -0.03800
C -9.15090 -0.00590 -0.04400
C -9.93680 1.15480 -0.04110
C -11.31170 1.08300 -0.03580
C -7.71130 0.02980 -0.04540
N -6.93730 -1.04040 -0.04920
C -5.66620 -0.59080 -0.02960
C -5.65000 0.81240 -0.01540
N -6.96020 1.18120 -0.03080
C -4.45090 1.55950 0.00860
C -4.38670 2.96180 -0.00340
C -3.15710 3.57370 0.01810
C -2.00860 2.78050 0.05940
N -2.04700 1.46200 0.07480
C -3.23380 0.82480 0.05130
C -3.23640 -0.61810 0.08300
N -2.05140 -1.25880 0.19880
C -2.05940 -2.57770 0.28270
C -3.21310 -3.35900 0.18400
C -4.42820 -2.73520 0.04030
C -4.45650 -1.33600 0.02350
H -15.15840 0.31120 -0.04350
H -14.02320 1.35970 -0.93100
H -14.03760 1.36840 0.85070
H -11.67450 -2.28310 -0.02860
H -9.19290 -2.14450 -0.04170
H -9.47690 2.13260 -0.04660
H -11.88620 1.99540 -0.03390
H -7.32540 2.11800 -0.01090
H -5.29210 3.54820 -0.04130
H -3.06920 4.64730 0.00390
H -1.02620 3.22870 0.07110
H -1.11340 -3.07030 0.44560
H -3.13970 -4.43330 0.23290
H -5.35760 -3.27650 -0.03810
C 1.61170 1.01230 -4.40230
N 0.36330 0.28170 -4.48170
C -0.13870 -0.01220 -5.80870
C -0.20350 -0.14290 -3.35550
C -1.54210 -0.82550 -3.40110
O 0.38020 0.02930 -2.26740
H 1.65660 1.74370 -5.20560
H 2.46210 0.33280 -4.48460
H 1.65520 1.52800 -3.44480
H 0.58290 0.33680 -6.54230
H -1.08470 0.49620 -5.99860
H -0.27150 -1.08430 -5.95350
H -1.93420 -0.96090 -4.39990
H -2.24610 -0.23020 -2.82150
H -1.45630 -1.79630 -2.91670
N 2.82420 3.56780 -0.84780
C 2.18090 2.44050 -0.57600
O 0.95180 2.31500 -0.58750
C 3.05770 1.26870 -0.22360
C 2.75670 -0.76480 -0.56640
N 2.46260 -1.94300 -0.80650
C 4.51830 1.60340 0.30350
N 4.95520 2.77680 0.44490
H 2.30370 4.41650 -1.01770
H 3.81100 3.63750 -0.53330
Cl 2.05770 -8.56180 0.04410
C 1.87390 -6.85170 0.01040
C 1.85690 -6.13570 1.20170
C 1.72290 -4.76130 1.16370
C 1.59700 -4.08930 -0.04600
C 1.43030 -2.59750 -0.05380
C 1.61280 -4.81780 -1.23130
C 1.75120 -6.19200 -1.20880
H 1.96230 -6.65450 2.14140
H 1.72050 -4.20640 2.09030
H 0.50190 -2.32790 -0.58680
H 1.36650 -2.22990 0.97900
H 1.53040 -4.29810 -2.17330
H 1.77240 -6.75730 -2.12720

2.
86
Properties=species:S:1:pos:R:3 method="wB97M-V/def2-TZVPD" multiplicity=3 s_squared=2.018 charge=+2 homo_ev="-13.3 / -13.4"
W 0.22058 -0.22582 0.06649
O 4.80954 -6.37162 -0.45900
C 4.96444 -5.50152 0.54727
O 5.90897 -5.55887 1.27561
C 3.86982 -4.48202 0.77900
C 4.17265 -3.46537 1.68243
C 3.24016 -2.48761 1.97835
C 1.99302 -2.54836 1.36668
C 1.66825 -3.54458 0.45570
C 2.61918 -4.51793 0.17548
N 1.04531 -1.51294 1.63976
C 0.63516 -1.28621 2.83040
C -0.21323 -0.12539 3.04847
C -0.63771 0.25903 4.30561
C -1.36315 1.44250 4.42660
C -1.62033 2.18673 3.29100
C -1.18254 1.72943 2.05473
N -0.49904 0.58837 1.92387
H 4.04251 -6.17397 -1.00996
H 5.14993 -3.46557 2.14516
H 3.48131 -1.68023 2.65800
H 0.68995 -3.58851 -0.00070
H 2.33814 -5.31868 -0.49828
H 0.92271 -1.91211 3.67070
H -0.39597 -0.33861 5.17327
H -1.70501 1.77186 5.39833
H -2.16837 3.11749 3.33310
H -1.39459 2.28355 1.14955
C -4.78327 0.76627 1.59991
C -4.33780 0.31479 0.20577
C -5.53723 -0.20669 -0.59014
C -3.62740 1.43473 -0.53105
C -4.31771 2.61970 -0.77792
C -3.70784 3.70345 -1.38302
C -2.36810 3.63553 -1.73006
C -1.63597 2.47877 -1.50456
C -0.17265 2.41446 -1.85385
C 0.05684 2.16897 -3.34400
C 0.64522 3.58383 -1.32724
C -2.28752 1.36382 -0.94494
N -1.55125 0.15222 -0.76438
C -2.11064 -1.00218 -1.35865
C -2.77835 -1.03014 -2.58311
C -3.27706 -2.23313 -3.06069
C -3.12665 -3.41443 -2.34733
C -2.45610 -3.42173 -1.12938
C -1.97132 -2.21530 -0.69743
F -1.25501 -2.12153 0.50353
H -5.28889 -0.05222 2.11395
H -5.48246 1.60007 1.54774
H -3.93901 1.08065 2.21795
H -3.63666 -0.51341 0.34577
H -6.31864 0.55181 -0.65392
H -5.96698 -1.08128 -0.10040
H -5.26122 -0.48452 -1.60668
H -5.35641 2.69371 -0.48319
H -4.27040 4.60887 -1.56789
H -1.88757 4.49487 -2.18093
H 0.20205 1.51358 -1.33200
H -0.27228 3.02312 -3.93763
H -0.50292 1.29600 -3.68583
H 1.11805 2.01184 -3.54929
H 0.35540 4.52082 -1.80456
H 1.70601 3.43104 -1.53263
H 0.51528 3.71065 -0.24947
H -2.91893 -0.10886 -3.13363
H -3.80011 -2.25028 -4.00731
H -3.53133 -4.33703 -2.73903
H -2.32753 -4.32193 -0.54390
C 5.39119 2.73004 0.97939
C 4.14674 2.96828 1.58719
C 3.03248 2.26830 1.19767
C 3.13128 1.30873 0.17681
C 2.03205 0.53623 -0.27621
C 2.17584 -0.38064 -1.29590
C 3.42273 -0.65809 -1.89969
C 4.49321 0.07174 -1.46430
C 4.38590 1.05958 -0.43924
C 5.51340 1.79191 -0.01470
H 6.25594 3.29378 1.30181
H 4.07202 3.71499 2.36660
H 2.07236 2.46631 1.65984
H 1.29250 -0.95226 -1.71167
H 3.51258 -1.39134 -2.68774
H 5.47078 -0.08676 -1.90310
H 6.47167 1.60728 -0.48292

3.
89
Properties=species:S:1:pos:R:3 method="wB97M-V/def2-TZVPD" homo_ev="-7.0 / -7.0"
Pt 0.17215 0.38858 -0.51278
C 4.61811 0.40902 -4.73554
C 4.88126 -0.73087 -3.98921
C 4.18006 -0.97249 -2.81295
C 3.20033 -0.07925 -2.36133
C 2.95874 1.06932 -3.12167
C 3.65793 1.31190 -4.29670
Si 2.35588 -0.33085 -0.69351
C 3.44929 0.64197 0.49949
C 4.70375 0.14984 0.88239
C 5.54990 0.89844 1.69017
C 5.16501 2.16338 2.11943
C 3.93339 2.67599 1.73487
C 3.08396 1.91927 0.93445
C 2.48705 -2.16459 -0.26349
C 2.30975 -3.13438 -1.25688
C 2.59875 -4.47209 -1.01787
C 3.05772 -4.87030 0.23083
C 3.17835 -3.93487 1.25090
C 2.88964 -2.59807 1.00462
H 5.16159 0.59519 -5.65455
H 5.63579 -1.43558 -4.31951
H 4.40910 -1.86441 -2.24053
H 2.21013 1.78016 -2.79033
H 3.45109 2.20904 -4.86951
H 5.02784 -0.82869 0.53786
H 6.51408 0.49693 1.97887
H 5.82851 2.75051 2.74348
H 3.63257 3.66802 2.05267
H 2.12550 2.32993 0.64013
H 1.95352 -2.83443 -2.23886
H 2.48110 -5.20150 -1.80986
H 3.32484 -5.90506 0.40922
H 3.51455 -4.24351 2.23365
H 3.00440 -1.87606 1.80614
C -5.08857 -2.98083 2.39212
C -3.71976 -2.35288 2.29701
C -3.56199 -0.97484 2.44994
C -2.30243 -0.39109 2.42270
C -1.18828 -1.19500 2.24391
C -1.31803 -2.56368 2.07631
C -2.58228 -3.13313 2.09941
S 0.43036 -0.40640 2.18594
C 0.81585 -0.58828 3.94651
O 0.16065 1.06770 2.02120
H -5.86041 -2.30702 2.01600
H -5.32019 -3.20894 3.43627
H -5.14143 -3.91701 1.83243
H -4.44032 -0.35201 2.59601
H -2.16706 0.67892 2.52986
H -0.43823 -3.17958 1.91169
H -2.69173 -4.20260 1.94814
H -0.00239 -0.14637 4.51399
H 1.74948 -0.04932 4.11465
H 0.93580 -1.64845 4.18151
C -3.56910 0.61246 -0.43347
N -3.86631 -0.74974 -0.82797
C -2.99120 -1.71599 -1.19259
Se -1.17341 -1.72787 -1.48391
N -3.72603 -2.84068 -1.38112
C -5.07439 -2.60960 -1.14923
C -6.19482 -3.42005 -1.20592
C -7.41352 -2.83213 -0.90006
C -7.50550 -1.48010 -0.56249
C -6.37614 -0.67312 -0.50355
C -5.16145 -1.27175 -0.79341
H -2.50249 0.75187 -0.39788
H -3.98909 0.80317 0.55427
H -3.97443 1.32070 -1.15336
H -3.29907 -3.70528 -1.66236
H -6.12763 -4.46599 -1.47946
H -8.31422 -3.43154 -0.93612
H -8.47539 -1.04699 -0.35334
H -6.44410 0.37856 -0.25289
O 1.14804 7.90208 1.12882
C 1.38203 7.55268 -0.15924
O 1.87109 8.35617 -0.90062
C 0.99459 6.17074 -0.57243
C 1.05883 5.86644 -1.92691
C 0.70152 4.61211 -2.39368
C 0.25260 3.62168 -1.51237
S -0.26473 2.06010 -2.16499
C 0.19813 3.92878 -0.14870
C 0.57403 5.17886 0.31092
H 0.70478 7.18856 1.59769
H 1.39212 6.63953 -2.60863
H 0.77251 4.37959 -3.44938
H -0.12500 3.16856 0.55078
H 0.54311 5.34849 1.38393

4.
93
Properties=species:S:1:pos:R:3 method="wB97M-V/def2-TZVPD" homo_ev="-6.6 / -6.1"
Be 1.20695 -1.28858 0.44255
C -4.19606 0.87366 2.99234
C -3.97686 0.84439 1.67660
C -3.66836 1.99266 0.77464
C -2.16611 2.36463 0.68074
C -1.48527 2.63337 1.98741
C -2.03760 2.98658 3.15228
C -3.46688 3.30286 3.46913
C -4.34933 2.08339 3.84185
C 2.68325 0.06699 -0.61297
H -4.42332 -0.05745 3.51798
H -4.04662 -0.11961 1.15941
H -4.24646 2.88014 1.05012
H -3.98313 1.69720 -0.23838
H -1.61017 1.55596 0.17347
H -2.07924 3.24766 0.02161
H -0.39149 2.50685 1.94778
H -1.36159 3.11311 4.00555
H -3.94522 3.88934 2.67340
H -3.43121 3.92341 4.37971
H -4.11768 1.78086 4.86835
H -5.40129 2.40691 3.86610
H 3.57629 0.64131 -0.31054
H 2.09051 0.03517 0.34606
H 3.05439 -0.89925 -0.99774
P -0.13517 -1.78290 -1.01470
P 1.77275 0.89070 -1.90664
C -0.77968 -0.17082 -1.45786
C 0.01138 0.73621 -2.09729
C 0.03699 -2.64681 -2.63067
C -0.81476 -2.32976 -3.70526
C -0.78490 -3.08220 -4.88156
C 0.09411 -4.16340 -4.98439
C 0.95553 -4.48023 -3.92793
C 0.94139 -3.72013 -2.75769
C -1.60827 -2.72910 -0.41704
C -2.13535 -2.27023 0.79550
C -3.26244 -2.85259 1.36555
C -3.89690 -3.91725 0.71650
C -3.36268 -4.41391 -0.48053
C -2.21924 -3.83240 -1.04205
C 2.54409 0.60172 -3.57186
C 2.05409 -0.44690 -4.37415
C 2.29504 -0.46921 -5.74677
C 3.12165 0.49869 -6.32477
C 3.72722 1.46215 -5.51590
C 3.46317 1.49944 -4.14640
C 2.14619 2.65549 -1.62268
C 3.43046 3.03004 -1.17480
C 3.70158 4.35170 -0.81853
C 2.72090 5.33700 -0.98233
C 1.48492 4.98669 -1.53271
C 1.19941 3.65975 -1.87812
H -1.84891 -0.01307 -1.26128
H -0.44306 1.43155 -2.81694
H -1.50915 -1.49190 -3.62519
H -1.45376 -2.82573 -5.70815
H 0.10407 -4.76347 -5.89305
H 1.63378 -5.33284 -4.01257
H 1.60393 -3.96199 -1.92305
H -1.64716 -1.43901 1.29484
H -3.62683 -2.47403 2.32227
H -4.78898 -4.36499 1.15532
H -3.83705 -5.26271 -0.97934
H -1.81537 -4.22965 -1.97640
H 1.45175 -1.23599 -3.91753
H 1.82532 -1.23323 -6.36773
H 3.28659 0.50475 -7.40086
H 4.39131 2.20387 -5.95492
H 3.95647 2.24646 -3.52544
H 4.23797 2.29597 -1.10192
H 4.68220 4.60511 -0.41472
H 2.93254 6.36851 -0.68891
H 0.73017 5.75778 -1.68561
H 0.24610 3.42046 -2.35025
O 1.95435 -0.44386 7.86523
N 2.58147 -0.97560 6.92457
O 3.72095 -1.47048 7.06218
C 1.96959 -1.02021 5.61265
C 0.70027 -0.45922 5.41181
C 0.14107 -0.47582 4.13282
C 0.87292 -0.92334 2.98306
O 0.51380 -0.63697 1.75091
C 2.09563 -1.61868 3.24818
C 2.65001 -1.62180 4.54778
N 2.78642 -2.26953 2.19907
O 3.88314 -2.77488 2.38074
O 2.22534 -2.37718 0.99798
N -1.24932 -0.06308 4.01080
O -1.65156 0.81099 4.80962
O -1.99378 -0.63653 3.19177
H 0.13979 -0.03320 6.23806
H 3.61902 -2.07979 4.71192

5.
90
Properties=species:S:1:pos:R:3 method="wB97M-V/def2-TZVPD" multiplicity=4 s_squared=3.930 charge=+2 homo_ev="-12.7 / -12.7"
Cr -0.01115 0.24694 0.04757
O -4.43703 0.07421 0.95031
C -4.70454 -0.91543 0.07940
C -6.03978 -1.29231 -0.04187
C -6.40064 -2.30027 -0.90751
C -5.44118 -2.96409 -1.67863
C -4.12519 -2.59547 -1.57302
C -3.72520 -1.55855 -0.70201
C -2.32179 -1.20375 -0.65501
O -1.89203 -0.27940 0.20361
N -1.47318 -1.78884 -1.47236
N -0.22498 -1.37275 -1.14310
C 0.81358 -1.94967 -1.61550
C 2.06576 -1.57601 -0.96479
C 3.27415 -2.17513 -1.25825
C 4.38248 -1.86738 -0.48085
C 4.23744 -0.98467 0.57441
C 3.00012 -0.40064 0.79127
N 1.93365 -0.66364 0.03057
H -3.47552 0.17751 1.02655
H -6.77151 -0.78060 0.56727
H -7.44168 -2.58518 -0.98249
H -5.73213 -3.76208 -2.34580
H -3.36649 -3.09490 -2.15676
H 0.73589 -2.74414 -2.34988
H 3.33537 -2.88988 -2.06725
H 5.33810 -2.33032 -0.68583
H 5.06444 -0.74112 1.22498
H 2.86309 0.30403 1.59738
C -0.88040 8.67158 -1.71582
S -1.66576 7.86870 -0.30547
C -0.45621 6.56089 -0.01605
C -0.94436 5.70400 1.14227
C -0.06144 4.52039 1.49432
N -0.02367 3.44951 0.46012
P -1.28532 2.33556 0.16511
C -2.42197 2.44989 1.53219
C -2.07146 1.86616 2.75285
C -2.91229 1.99467 3.84235
C -4.10267 2.70457 3.71286
C -4.45692 3.27400 2.49962
C -3.62009 3.14548 1.40013
C -2.08102 2.78645 -1.38372
C -2.47157 1.80892 -2.29898
C -3.06663 2.18023 -3.49491
C -3.27552 3.52130 -3.77944
C -2.88692 4.49905 -2.87202
C -2.28342 4.13741 -1.68003
P 1.28681 2.41692 0.16848
C 2.58563 2.82042 1.33157
C 3.78398 3.38535 0.90700
C 4.75800 3.69929 1.84685
C 4.53394 3.45132 3.19262
C 3.33446 2.88522 3.61798
C 2.36150 2.56548 2.68921
C 1.86497 2.71820 -1.50928
C 1.43841 3.84536 -2.20471
C 1.86641 4.06132 -3.50546
C 2.71820 3.15314 -4.11785
C 3.15169 2.02828 -3.42718
C 2.72591 1.80619 -2.12790
H -1.52453 9.49707 -2.01037
H -0.78556 7.98389 -2.55549
H 0.09574 9.06879 -1.44389
H 0.52348 6.98877 0.21111
H -0.36504 5.97746 -0.93399
H -1.96121 5.34754 0.94851
H -1.02145 6.32626 2.03711
H -0.43294 4.09042 2.42708
H 0.96933 4.83326 1.66225
H -1.15043 1.29680 2.84856
H -2.65171 1.53899 4.78747
H -4.76189 2.80198 4.56452
H -5.39116 3.80934 2.40271
H -3.90745 3.56154 0.44292
H -2.31541 0.76206 -2.09139
H -3.36816 1.42129 -4.20338
H -3.74333 3.80665 -4.71186
H -3.06128 5.54431 -3.08904
H -1.98550 4.90475 -0.98050
H 3.95477 3.58231 -0.14443
H 5.69005 4.14363 1.52567
H 5.29526 3.70077 3.91902
H 3.16431 2.69844 4.66932
H 1.42356 2.12725 3.01835
H 0.76425 4.54284 -1.73051
H 1.53188 4.93913 -4.04110
H 3.04752 3.32235 -5.13379
H 3.82373 1.32608 -3.90123
H 3.09128 0.93935 -1.59415

Here are the calculated energy relative to the best compared isomer or geometry (same formula, charge and spin) numbers, same order: 0.00 12.47 0.00 11.57 27.09 (kcal/mol).
Here are the calculated E_tot numbers, same order: -2942.79368 -2066.33495 -5527.06891 -2973.80339 -4080.19396 (Ha).